# 1
# C5H8N2

C5H8N2 in the gas phase in a non-equilibrium geometry (ωB97M-V with the def2-TZVPD basis set, OMol25).

Values from the calculation:
- HOMO energy (eV) = -8.254
- SMILES = CC1=NN2C[C@@H]2C1
- gap between HOMO and LUMO (eV) = 9.048

Structure (ORCA input):
```
! RIJCOSX wB97M-V def2-TZVPD def2/J DEFGRID3
* xyz 0 1
C -1.50 -0.51 -0.46
C -0.22 -1.11 -0.31
C -1.69 0.67 0.48
C 0.81 0.21 0.13
C 2.21 0.14 0.27
N -1.03 1.19 -0.58
N 0.21 1.30 -0.30
H -0.02 -1.63 -1.27
H -0.25 -1.85 0.41
H -2.79 0.86 0.45
H -1.18 0.70 1.47
H -2.18 -0.50 -1.36
H 2.50 -0.74 0.78
H 2.43 0.93 0.87
H 2.72 0.32 -0.61
*
```

***

# 2
# C5H8N2

C5H8N2 in the gas phase (ωB97M-V with the def2-TZVPD basis set, OMol25).

Values from the calculation:
- HOMO energy (alpha / beta) (eV) = -7.483 / -6.515
- gap between HOMO and LUMO (alpha / beta) (eV) = 7.832 / 6.605

Structure (ORCA input):
```
! RIJCOSX wB97M-V def2-TZVPD def2/J DEFGRID3
* xyz 0 1
C 0.52 -1.84 0.67
C 0.91 -0.43 1.05
N 0.11 0.44 0.36
C 0.40 0.69 -1.06
C -0.87 1.30 -1.52
N -1.60 1.64 -0.50
C -0.98 1.16 0.64
H 1.26 -2.60 0.93
H -0.43 -2.08 1.19
H 0.28 -1.94 -0.40
H 0.86 -0.19 -1.52
H 0.98 -0.22 2.11
H 1.18 1.47 -1.04
H -1.19 1.46 -2.54
H -1.44 1.17 1.61
*
```

***

# 3
# C5H8N2

2 unconnected molecules or ions with the total composition C5H8N2 in a non-equilibrium geometry (ωB97M-V with the def2-TZVPD basis set, OMol25).

Values from the calculation:
- HOMO energy (alpha / beta) (eV) = -7.193 / -9.016
- gap between HOMO and LUMO (alpha / beta) (eV) = 7.135 / 8.916

Structure (ORCA input):
```
! RIJCOSX wB97M-V def2-TZVPD def2/J DEFGRID3
* xyz 0 1
C -2.28 0.05 0.34
C -1.34 -1.69 -0.95
C -1.35 -0.37 -0.64
C 1.37 -0.28 1.42
C -0.37 0.60 -0.90
N -3.06 0.42 1.10
N -0.46 1.92 -0.47
H -0.83 -1.90 -1.82
H -2.19 -2.28 -0.65
H 0.56 -0.40 2.21
H 1.43 -1.30 0.90
H 2.34 0.28 1.44
H 0.37 0.47 -1.69
H 0.32 2.51 -0.46
H -1.15 2.07 0.34
*
```

***

# 4
# C5H8N2

C5H8N2 in the gas phase (ωB97M-V with the def2-TZVPD basis set, OMol25).

Values from the calculation:
- HOMO energy (eV) = -8.955
- SMILES = Cc1ccn(C)n1
- gap between HOMO and LUMO (eV) = 10.018

Structure (ORCA input):
```
! RIJCOSX wB97M-V def2-TZVPD def2/J DEFGRID3
* xyz 0 1
C 2.32 -0.64 0.01
N 1.09 0.10 0.19
C 0.71 1.32 -0.28
C -0.66 1.34 -0.29
C -1.04 0.05 0.17
C -2.36 -0.65 0.24
N 0.03 -0.67 0.46
H 3.11 -0.01 -0.39
H 2.10 -1.45 -0.70
H 2.61 -1.09 0.96
H 1.43 2.09 -0.54
H -1.31 2.15 -0.59
H -2.63 -1.01 -0.76
H -3.17 -0.02 0.61
H -2.24 -1.52 0.89
*
```

***

# 5
# C5H8N2

C5H8N2 in the gas phase (ωB97M-V with the def2-TZVPD basis set, OMol25).

Values from the calculation:
- HOMO energy (eV) = -8.843
- SMILES = Cc1cnn(C)c1
- gap between HOMO and LUMO (eV) = 9.833

Structure (ORCA input):
```
! RIJCOSX wB97M-V def2-TZVPD def2/J DEFGRID3
* xyz 0 1
C -2.53 -0.25 -0.25
N -1.17 0.18 -0.03
C -0.08 -0.62 -0.17
C 1.03 0.14 0.10
C 2.45 -0.35 0.09
C 0.49 1.42 0.39
N -0.84 1.43 0.31
H -2.94 0.16 -1.18
H -3.17 0.05 0.59
H -2.53 -1.34 -0.32
H -0.18 -1.66 -0.45
H 3.15 0.39 -0.30
H 2.52 -1.24 -0.55
H 2.78 -0.64 1.09
H 1.03 2.32 0.67
*
```

***

# 6
# C5H8N2

C5H8N2 in the gas phase (ωB97M-V with the def2-TZVPD basis set, OMol25).

Values from the calculation:
- HOMO energy (eV) = -8.313
- gap between HOMO and LUMO (eV) = 8.897

Structure (ORCA input):
```
! RIJCOSX wB97M-V def2-TZVPD def2/J DEFGRID3
* xyz 0 1
C 2.16 0.68 0.19
N 0.92 0.02 0.64
C -0.16 0.92 1.10
N -1.25 0.63 0.54
C -1.00 -0.46 -0.36
C -2.16 -1.01 -1.13
C 0.29 -0.90 -0.43
H 2.85 -0.10 -0.14
H 1.92 1.34 -0.64
H 2.60 1.26 1.01
H 0.04 1.71 1.82
H -2.96 -1.35 -0.47
H -2.58 -0.25 -1.80
H -1.81 -1.86 -1.73
H 1.14 -0.63 1.40
*
```

***

# 7
# C5H8N2

C5H8N2 in the gas phase (ωB97M-V with the def2-TZVPD basis set, OMol25).

Values from the calculation:
- HOMO energy (eV) = -7.437
- SMILES = Cn1ccc(N)c1
- gap between HOMO and LUMO (eV) = 8.479

Structure (ORCA input):
```
! RIJCOSX wB97M-V def2-TZVPD def2/J DEFGRID3
* xyz 0 1
C -1.46 -0.69 1.59
N -0.34 -0.35 0.75
C 0.87 0.14 1.12
C 1.58 0.54 0.00
C 0.70 0.35 -1.10
N 0.63 0.92 -2.38
C -0.42 -0.29 -0.62
H -1.21 -0.46 2.63
H -2.35 -0.12 1.30
H -1.69 -1.76 1.50
H 1.13 0.22 2.17
H 2.60 0.90 0.00
H 1.36 0.76 -3.06
H -0.30 0.75 -2.72
H -1.09 -0.92 -1.18
*
```

***

# 8
# C5H8N2

C5H8N2 in the gas phase in a non-equilibrium geometry (ωB97M-V with the def2-TZVPD basis set, OMol25).

Values from the calculation:
- HOMO energy (alpha / beta) (eV) = -7.118 / -7.118
- SMILES = C#C/C=C\N(C)N
- gap between HOMO and LUMO (alpha / beta) (eV) = 7.840 / 7.841

Structure (ORCA input):
```
! RIJCOSX wB97M-V def2-TZVPD def2/J DEFGRID3
* xyz 0 1
C -2.27 -0.11 -0.64
N -0.88 0.07 -0.28
N -0.54 1.30 0.25
C 1.18 -0.73 0.54
C -0.01 -0.94 -0.15
C 2.29 -0.05 -0.02
C 3.30 0.61 -0.08
H 0.59 1.16 0.41
H -0.94 1.40 1.19
H 1.48 -1.57 1.16
H -0.42 -1.93 -0.33
H -2.54 0.63 -1.39
H -2.92 0.04 0.23
H -2.43 -1.12 -1.02
H 4.11 1.26 0.12
*
```

***

# 9
# C5H8N2

C5H8N2 in the gas phase in a non-equilibrium geometry (ωB97M-V with the def2-TZVPD basis set, OMol25).

Values from the calculation:
- HOMO energy (eV) = -9.476
- SMILES = C[C@H]1CN[C@H]1C#N
- gap between HOMO and LUMO (eV) = 10.384

Structure (ORCA input):
```
! RIJCOSX wB97M-V def2-TZVPD def2/J DEFGRID3
* xyz 0 1
C -1.02 1.18 0.15
C -0.66 -0.23 -0.32
C 0.41 -0.24 -1.43
N 1.48 -0.55 -0.45
C 0.44 -0.93 0.53
C 0.53 -0.55 1.94
N 0.48 -0.29 3.07
H -0.22 1.88 -0.08
H -1.93 1.54 -0.35
H -1.20 1.22 1.23
H -1.55 -0.85 -0.48
H 0.51 0.69 -2.01
H 0.32 -1.08 -2.13
H 2.07 0.23 -0.18
H 0.35 -2.02 0.51
*
```

***

# 10
# C5H8N2

C5H8N2 in the gas phase (ωB97M-V with the def2-TZVPD basis set, OMol25).

Values from the calculation:
- HOMO energy (eV) = -8.618
- SMILES = CCc1c[nH]cn1
- gap between HOMO and LUMO (eV) = 9.529

Structure (ORCA input):
```
! RIJCOSX wB97M-V def2-TZVPD def2/J DEFGRID3
* xyz 0 1
C 2.18 0.29 1.44
C 0.76 -0.32 1.53
C -0.07 -0.12 0.31
C -1.17 0.66 0.13
N -1.58 0.44 -1.16
C -0.69 -0.43 -1.71
N 0.23 -0.78 -0.86
H 2.92 -0.51 1.38
H 2.45 0.90 2.30
H 2.32 0.91 0.54
H 0.86 -1.39 1.71
H 0.28 0.14 2.39
H -1.55 1.43 0.78
H -2.31 0.92 -1.65
H -0.78 -0.68 -2.75
*
```

***

# 11
# C5H8N2

C5H8N2 in the gas phase (ωB97M-V with the def2-TZVPD basis set, OMol25).

Values from the calculation:
- HOMO energy (eV) = -8.718
- SMILES = CCn1ccnc1
- gap between HOMO and LUMO (eV) = 9.607

Structure (ORCA input):
```
! RIJCOSX wB97M-V def2-TZVPD def2/J DEFGRID3
* xyz 0 1
C 0.00 -0.82 1.94
C 0.79 0.00 0.93
N 0.08 0.18 -0.33
C 0.03 1.33 -1.09
C -0.60 0.98 -2.25
N -0.94 -0.35 -2.23
C -0.52 -0.79 -1.08
H 0.60 -0.96 2.84
H -0.93 -0.32 2.22
H -0.25 -1.81 1.55
H 1.76 -0.47 0.73
H 0.99 1.00 1.33
H 0.45 2.26 -0.74
H -0.84 1.60 -3.10
H -0.61 -1.81 -0.72
*
```

***

# 12
# C5H8N2

C5H8N2 in the gas phase (ωB97M-V with the def2-TZVPD basis set, OMol25).

Values from the calculation:
- HOMO energy (eV) = -7.616
- gap between HOMO and LUMO (eV) = 7.928

Structure (ORCA input):
```
! RIJCOSX wB97M-V def2-TZVPD def2/J DEFGRID3
* xyz 0 1
C 1.49 -0.40 0.87
N 0.08 -0.38 0.56
C -0.93 -0.56 1.39
N -2.15 -0.53 0.85
C -2.04 -0.29 -0.49
C -0.13 1.12 -1.45
C -0.54 -0.19 -0.76
H 1.97 0.51 0.50
H 1.62 -0.45 1.95
H 1.98 -1.27 0.41
H -0.74 -0.73 2.45
H -1.00 1.50 -2.00
H 0.15 1.88 -0.71
H 0.70 0.99 -2.15
H -0.28 -1.05 -1.39
*
```

***

# 13
# C5H8N2

A molecular structure, C5H8N2 in a non-equilibrium geometry (ωB97M-V with the def2-TZVPD basis set, OMol25).

Values from the calculation:
- HOMO energy (eV) = -7.932
- gap between HOMO and LUMO (eV) = 8.319

Structure (ORCA input):
```
! RIJCOSX wB97M-V def2-TZVPD def2/J DEFGRID3
* xyz 0 1
C 0.62 2.64 -0.40
N 0.89 0.85 -0.72
C -0.30 0.13 -0.79
C -0.23 -0.86 0.14
C -1.28 -1.85 0.55
C 1.10 -0.71 0.69
N 1.78 0.28 0.17
H 1.29 1.30 -1.54
H 0.67 2.55 0.67
H -0.46 2.70 -0.51
H -1.09 0.43 -1.46
H -0.90 -2.88 0.49
H -2.16 -1.77 -0.09
H -1.60 -1.68 1.58
H 1.56 -1.32 1.46
*
```

***

# 14
# C5H8N2

C5H8N2 in the gas phase in a non-equilibrium geometry (ωB97M-V with the def2-TZVPD basis set, OMol25).

Values from the calculation:
- HOMO energy (eV) = -9.908
- SMILES = C[C@H]1CN1CC#N
- gap between HOMO and LUMO (eV) = 10.818

Structure (ORCA input):
```
! RIJCOSX wB97M-V def2-TZVPD def2/J DEFGRID3
* xyz 0 1
C -1.75 -1.08 0.13
C -0.73 -0.07 -0.32
C -0.64 1.28 0.30
N 0.35 0.25 0.59
C 1.65 0.49 -0.02
C 2.41 -0.77 -0.15
N 3.03 -1.74 -0.28
H -1.90 -1.01 1.21
H -1.42 -2.10 -0.10
H -2.71 -0.91 -0.36
H -0.47 -0.11 -1.38
H -0.34 2.11 -0.33
H -1.28 1.54 1.13
H 1.58 0.95 -1.03
H 2.22 1.17 0.61
*
```

***

# 15
# C5H8N2

C5H8N2 in the gas phase in a non-equilibrium geometry (ωB97M-V with the def2-TZVPD basis set, OMol25).

Values from the calculation:
- HOMO energy (eV) = -8.922
- SMILES = Cc1cn(C)cn1
- gap between HOMO and LUMO (eV) = 9.892

Structure (ORCA input):
```
! RIJCOSX wB97M-V def2-TZVPD def2/J DEFGRID3
* xyz 0 1
C -1.90 0.42 -0.07
N -1.18 -0.89 -0.14
C -0.64 -1.05 1.15
N 0.57 -0.66 1.28
C 0.94 -0.21 -0.01
C 2.22 0.51 -0.23
C -0.04 -0.50 -0.89
H -2.19 0.76 -1.07
H -2.79 0.34 0.56
H -1.06 1.10 0.28
H -1.26 -1.43 1.96
H 2.45 1.13 0.64
H 3.03 -0.21 -0.37
H 2.17 1.16 -1.11
H -0.19 -0.23 -1.92
*
```

***

# 16
# C5H8N2

2 unconnected molecules or ions with the total composition C5H8N2 (ωB97M-V with the def2-TZVPD basis set, OMol25).

Values from the calculation:
- HOMO energy (eV) = -9.117
- SMILES = N[C@@H]1C=N1.C1=CC1
- gap between HOMO and LUMO (eV) = 10.284

Structure (ORCA input):
```
! RIJCOSX wB97M-V def2-TZVPD def2/J DEFGRID3
* xyz 0 1
N 1.89 0.28 -0.48
C 1.49 -0.30 0.76
C 0.46 0.26 1.59
N 1.59 0.46 2.09
C -1.10 -0.91 -0.91
C -1.54 0.51 -1.04
C -2.13 -0.57 -0.19
H 2.90 0.26 -0.58
H 1.57 1.23 -0.57
H 1.72 -1.37 0.81
H -0.38 -1.64 -1.23
H -0.94 1.31 -0.58
H -2.05 0.84 -1.95
H -2.90 -0.83 0.52
H -0.59 0.48 1.78
*
```

***

Record-wise energy relative to the best compared isomer or geometry (same formula, charge and spin) values, in eV: 4.8527 3.5161 4.7641 0.6245 0.5784 3.5010 0.9738 5.3339 1.5149 0.0860 0.1681 3.0882 4.9373 1.6360 1.5030 5.0557
Record-wise total energy values, in eV: -8290.144 -8291.480 -8290.232 -8294.372 -8294.418 -8291.495 -8294.023 -8289.662 -8293.481 -8294.910 -8294.828 -8291.908 -8290.059 -8293.360 -8293.493 -8289.941